# 1
{
  "formula": "CH18MnO12",
  "method": "ωB97M-V/def2-TZVPD",
  "symbols": ["Mn", "C", "O", "O", "O", "O", "H", "H", "O", "H", "H", "O", "H", "H", "O", "H", "H", "O", "H", "H", "O", "H", "H", "O", "H", "H", "O", "H", "H", "O", "H", "H"],
  "positions_angstrom": [[-0.702, 3.049, -0.558], [-0.386, 0.656, 0.143], [0.538, 1.578, 0.281], [-0.213, -0.538, 0.375], [-1.470, 1.175, -0.383], [1.311, 0.201, 2.937], [1.919, 0.936, 2.794], [0.736, 0.204, 2.162], [-3.594, 0.843, -2.259], [-2.772, 1.015, -1.784], [-3.336, 0.302, -3.011], [-2.375, -2.291, -0.639], [-1.938, -1.611, -0.111], [-1.865, -2.327, -1.455], [-0.191, -0.702, -2.867], [-0.379, -0.520, -1.940], [0.772, -0.719, -2.919], [-2.754, 0.484, 2.294], [-2.581, 0.541, 1.348], [-3.557, -0.043, 2.354], [2.324, -1.614, -0.410], [2.048, -2.135, -1.170], [1.500, -1.294, -0.013], [2.725, 1.261, -1.821], [2.116, 0.944, -1.142], [3.577, 1.285, -1.376], [0.195, -2.668, 2.237], [0.132, -3.545, 1.849], [0.044, -2.063, 1.500], [2.727, 2.695, 1.549], [3.483, 2.566, 0.969], [1.967, 2.333, 1.067]],
  "relative_energy_ev": 0.000,
  "total_energy_ha": -2102.7506,
  "lumo_energy_ev": [-4.22, -4.25],
  "homo_lumo_gap_ev": [5.95, 5.93],
  "multiplicity": 6
}

# 2
{
  "formula": "C53H55F2N2O26S",
  "method": "ωB97M-V/def2-TZVPD",
  "symbols": ["C", "C", "N", "C", "O", "C", "C", "C", "O", "C", "C", "C", "C", "F", "N", "C", "C", "C", "S", "C", "C", "C", "C", "F", "H", "H", "H", "H", "H", "H", "H", "H", "H", "H", "H", "H", "H", "H", "H", "H", "H", "H", "H", "H", "H", "H", "H", "H", "H", "H", "H", "H", "H", "H", "H", "C", "C", "C", "O", "C", "C", "C", "O", "O", "O", "H", "H", "H", "H", "C", "C", "C", "O", "C", "C", "C", "O", "O", "O", "H", "H", "H", "H", "C", "C", "C", "O", "C", "C", "C", "O", "O", "O", "H", "H", "H", "H", "C", "C", "C", "O", "C", "C", "C", "O", "O", "O", "H", "H", "H", "H", "C", "C", "C", "O", "C", "C", "C", "O", "O", "O", "H", "H", "H", "H", "C", "C", "C", "O", "C", "C", "C", "O", "O", "O", "H", "H", "H", "H"],
  "positions_angstrom": [[1.260, -1.710, 2.711], [-0.285, -1.569, 2.732], [-0.797, -1.068, 1.468], [-0.556, -1.596, 0.202], [0.182, -2.705, 0.011], [-0.314, -3.901, 0.657], [-1.808, -4.167, 0.565], [-2.347, -4.385, -0.844], [-1.990, -5.358, 1.326], [-1.135, -0.856, -0.717], [-1.139, -0.982, -2.212], [0.214, -1.508, -2.756], [0.172, -2.952, -3.181], [1.370, -3.268, -3.798], [-1.811, 0.152, 0.001], [-2.623, 1.174, -0.686], [-3.973, 1.480, -0.039], [-4.989, 1.991, -1.089], [-4.275, 3.105, -2.343], [-1.591, -0.013, 1.280], [-2.089, 0.779, 2.448], [-3.115, -0.085, 3.257], [-4.417, 0.639, 3.524], [-5.285, -0.267, 4.105], [1.508, -2.754, 2.868], [1.658, -1.345, 1.773], [1.702, -1.139, 3.518], [-0.757, -2.501, 3.016], [-0.515, -0.878, 3.527], [0.204, -4.729, 0.182], [-0.025, -3.913, 1.705], [-2.431, -3.410, 1.049], [-2.670, -3.465, -1.314], [-1.659, -4.950, -1.467], [-3.250, -4.988, -0.755], [-2.206, -6.096, 0.749], [-1.242, 0.031, -2.588], [-2.000, -1.547, -2.562], [0.972, -1.406, -1.991], [0.470, -0.932, -3.639], [-0.658, -3.172, -3.852], [0.084, -3.616, -2.326], [-2.845, 0.783, -1.668], [-2.029, 2.070, -0.810], [-4.364, 0.578, 0.425], [-3.888, 2.286, 0.680], [-5.703, 2.595, -0.543], [-5.500, 1.169, -1.571], [-3.834, 4.141, -1.609], [-1.234, 1.008, 3.074], [-2.523, 1.718, 2.135], [-2.633, -0.434, 4.165], [-3.360, -0.968, 2.671], [-4.872, 0.918, 2.579], [-4.294, 1.481, 4.200], [1.029, 4.397, 2.452], [0.913, 3.581, 1.400], [0.209, 4.003, 0.143], [0.157, 3.198, -0.774], [-0.377, 5.323, 0.091], [-0.266, 6.150, 1.143], [0.460, 5.738, 2.392], [0.541, 6.539, 3.302], [-0.783, 7.366, 1.146], [1.407, 2.341, 1.385], [1.536, 4.106, 3.362], [-0.893, 5.608, -0.815], [-0.567, 7.759, 2.013], [1.197, 1.985, 0.501], [3.732, 10.300, 1.440], [3.135, 9.106, 1.352], [2.805, 8.483, 0.022], [2.275, 7.381, -0.005], [3.129, 9.224, -1.178], [3.724, 10.422, -1.093], [4.076, 11.034, 0.232], [4.629, 12.115, 0.236], [4.040, 11.137, -2.161], [2.802, 8.399, 2.430], [3.975, 10.756, 2.389], [2.875, 8.773, -2.127], [4.458, 11.954, -1.828], [2.393, 7.578, 2.105], [-0.644, -7.862, 6.137], [-1.061, -9.129, 6.286], [-1.518, -9.954, 5.114], [-1.865, -11.099, 5.320], [-1.524, -9.335, 3.796], [-1.110, -8.070, 3.654], [-0.630, -7.255, 4.821], [-0.253, -6.115, 4.605], [-1.089, -7.436, 2.486], [-1.098, -9.736, 7.462], [-0.312, -7.261, 6.972], [-1.869, -9.931, 2.963], [-0.756, -6.538, 2.671], [-1.432, -10.639, 7.293], [-7.805, -2.160, -0.235], [-8.293, -3.408, -0.310], [-8.611, -4.054, -1.631], [-9.030, -5.193, -1.623], [-8.401, -3.278, -2.845], [-7.919, -2.032, -2.766], [-7.576, -1.400, -1.447], [-7.119, -0.266, -1.452], [-7.710, -1.276, -3.840], [-8.524, -4.150, 0.759], [-7.571, -1.686, 0.708], [-8.649, -3.745, -3.788], [-7.364, -0.425, -3.513], [-8.872, -5.003, 0.431], [5.917, -5.338, -2.555], [6.307, -6.620, -2.549], [5.320, -7.747, -2.665], [5.746, -8.885, -2.669], [3.906, -7.416, -2.760], [3.516, -6.135, -2.766], [4.506, -5.007, -2.674], [4.085, -3.866, -2.693], [2.234, -5.782, -2.851], [7.579, -6.983, -2.442], [6.618, -4.520, -2.473], [3.204, -8.236, -2.827], [2.203, -4.803, -2.860], [7.587, -7.959, -2.466], [8.914, 6.874, -3.117], [8.233, 7.587, -2.211], [6.869, 8.143, -2.507], [6.298, 8.766, -1.629], [6.300, 7.914, -3.823], [6.983, 7.204, -4.731], [8.337, 6.624, -4.428], [8.888, 5.975, -5.295], [6.519, 6.962, -5.950], [8.708, 7.850, -0.998], [9.895, 6.467, -2.915], [5.326, 8.334, -4.030], [7.204, 6.430, -6.400], [8.022, 8.378, -0.547]],
  "relative_energy_ev": 0.000,
  "total_charge": 1,
  "total_energy_ha": -4716.0222,
  "lumo_energy_ev": -3.79,
  "homo_lumo_gap_ev": 7.15
}

# 3
{
  "formula": "C5H39NO15",
  "method": "ωB97M-V/def2-TZVPD",
  "symbols": ["C", "O", "C", "C", "C", "C", "N", "H", "H", "H", "H", "H", "H", "H", "H", "H", "H", "H", "H", "H", "O", "H", "H", "O", "H", "H", "O", "H", "H", "O", "H", "H", "O", "H", "H", "O", "H", "H", "O", "H", "H", "O", "H", "H", "O", "H", "H", "O", "H", "H", "O", "H", "H", "O", "H", "H", "O", "H", "H", "O"],
  "positions_angstrom": [[-2.291, -1.440, -3.101], [-1.315, -2.460, -3.199], [-1.988, -0.527, -1.923], [-1.872, -1.070, -0.483], [-0.705, -2.055, -0.330], [-0.432, -2.530, 0.878], [-3.044, 0.525, -2.084], [-3.248, -1.947, -2.926], [-2.427, -0.754, -4.029], [-1.152, -3.136, -3.858], [-0.994, -0.092, -2.164], [-1.522, -0.188, 0.134], [-2.889, -1.332, -0.252], [-0.322, -2.361, -1.308], [0.403, -3.116, 1.257], [-1.142, -2.483, 1.691], [-2.462, 1.356, -2.011], [-3.726, 0.479, -1.335], [1.632, 3.028, -0.894], [3.032, 2.773, -1.120], [2.486, 3.225, -0.439], [1.931, 1.365, 2.091], [2.332, 2.687, 1.180], [2.140, 2.308, 2.071], [-3.809, -3.607, -0.074], [-3.315, -3.474, -1.589], [-3.425, -4.070, -0.845], [-1.716, 2.575, 1.878], [-1.424, 1.284, 2.629], [-2.020, 2.052, 2.627], [-1.227, -1.629, 4.887], [-1.901, -0.333, 4.902], [-1.820, -1.121, 4.319], [0.216, 0.584, -0.072], [-0.166, 1.794, -0.823], [-0.389, 1.344, -0.004], [2.204, -1.037, -0.229], [1.987, 0.236, 0.511], [1.791, -0.151, -0.349], [-4.555, 0.108, 1.678], [-3.091, 0.540, 1.755], [-3.713, 0.026, 1.222], [3.329, -0.135, 4.131], [1.996, 0.438, 4.355], [2.431, -0.212, 3.784], [0.052, 3.096, 4.169], [1.452, 2.680, 3.827], [0.743, 2.478, 4.470], [2.858, -1.139, -2.319], [3.857, -0.602, -1.396], [3.757, -0.773, -2.340], [2.582, 1.213, -4.323], [3.921, 0.937, -3.526], [3.342, 1.601, -3.892], [0.002, 3.917, -2.593], [1.340, 3.102, -2.986], [0.620, 3.222, -2.362], [4.184, -2.303, 0.098], [2.982, -3.157, 0.657], [3.236, -2.318, 0.255]],
  "relative_energy_ev": 6.098,
  "total_energy_ha": -1397.1564,
  "lumo_energy_ev": -0.09,
  "homo_lumo_gap_ev": 8.69
}

# 4
{
  "formula": "C10H18N2O3",
  "method": "ωB97M-V/def2-TZVPD",
  "symbols": ["C", "C", "C", "C", "C", "N", "C", "C", "N", "C", "C", "O", "C", "O", "O", "H", "H", "H", "H", "H", "H", "H", "H", "H", "H", "H", "H", "H", "H", "H", "H", "H", "H"],
  "positions_angstrom": [[-4.497, 1.643, 1.323], [-3.277, 2.034, 0.979], [-2.161, 0.931, 0.991], [-1.744, 0.285, -0.311], [-2.411, 0.757, -1.541], [-0.833, -0.592, -0.397], [-0.033, -1.010, 0.680], [1.345, -1.462, 0.071], [2.082, -0.332, -0.507], [3.185, 0.133, 0.438], [4.360, -0.804, 0.248], [4.818, -0.982, -1.031], [1.843, 0.147, -1.751], [2.608, 0.870, -2.332], [0.732, -0.290, -2.372], [-5.360, 2.283, 1.207], [-4.768, 0.752, 1.824], [-3.072, 3.053, 0.660], [-1.095, 1.275, 1.256], [-2.595, 0.182, 1.661], [-2.353, 1.827, -1.737], [-3.559, 0.691, -1.383], [-2.117, 0.165, -2.453], [-0.599, -1.653, 1.321], [0.302, -0.266, 1.536], [2.011, -1.744, 0.873], [1.218, -2.428, -0.500], [3.418, 1.196, 0.056], [2.811, 0.140, 1.460], [5.226, -0.288, 0.776], [4.090, -1.829, 0.643], [4.087, -0.726, -1.620], [0.073, -0.837, -1.841]],
  "relative_energy_ev": 3.477,
  "total_energy_ha": -726.9902,
  "lumo_energy_ev": 0.58,
  "homo_lumo_gap_ev": 9.83,
  "smiles": "C=CC/C(C)=N\\CCN(CCO)C(=O)O"
}

# 5
{
  "formula": "C12H36O6",
  "method": "ωB97M-V/def2-TZVPD",
  "symbols": ["C", "C", "O", "H", "H", "H", "H", "H", "H", "C", "C", "O", "H", "H", "H", "H", "H", "H", "C", "C", "O", "H", "H", "H", "H", "H", "H", "C", "C", "O", "H", "H", "H", "H", "H", "H", "C", "C", "O", "H", "H", "H", "H", "H", "H", "C", "C", "O", "H", "H", "H", "H", "H", "H"],
  "positions_angstrom": [[15.127, 13.185, -17.405], [13.706, 12.915, -17.845], [13.548, 11.508, -17.969], [15.882, 12.949, -18.157], [15.366, 12.478, -16.601], [15.274, 14.188, -17.014], [13.489, 13.383, -18.814], [13.025, 13.392, -17.129], [12.727, 11.347, -18.443], [18.698, 14.996, -16.931], [18.678, 15.228, -18.439], [19.540, 16.260, -18.852], [19.725, 15.035, -16.566], [18.282, 14.029, -16.654], [18.156, 15.812, -16.445], [17.640, 15.349, -18.772], [19.013, 14.330, -18.966], [19.170, 17.128, -18.674], [15.029, 16.424, -19.188], [13.934, 17.480, -19.008], [14.003, 18.468, -20.033], [15.345, 16.112, -18.187], [15.952, 16.813, -19.621], [14.718, 15.558, -19.767], [13.988, 17.900, -18.001], [12.949, 17.034, -19.134], [14.629, 19.162, -19.810], [9.761, 16.721, -19.282], [8.552, 17.336, -19.957], [8.462, 18.699, -19.526], [9.657, 16.890, -18.208], [10.672, 17.238, -19.592], [9.911, 15.664, -19.494], [7.650, 16.795, -19.656], [8.664, 17.285, -21.043], [8.008, 19.173, -20.228], [11.602, 18.701, -15.688], [11.936, 20.015, -14.993], [12.188, 19.816, -13.602], [12.440, 18.001, -15.604], [11.548, 18.861, -16.770], [10.699, 18.263, -15.274], [11.062, 20.663, -15.053], [12.786, 20.506, -15.471], [13.111, 19.573, -13.491], [16.505, 21.614, -21.638], [17.471, 21.191, -20.565], [16.942, 21.620, -19.286], [16.848, 21.250, -22.609], [16.374, 22.693, -21.661], [15.560, 21.102, -21.454], [18.481, 21.598, -20.637], [17.532, 20.098, -20.523], [17.088, 20.938, -18.628]],
  "relative_energy_ev": 2.685,
  "total_energy_ha": -930.1443,
  "lumo_energy_ev": 0.03,
  "homo_lumo_gap_ev": 10.37,
  "smiles": "CCO.CCO.CCO.CCO.CCO.CCO"
}